1 | Below is an isolated molecule of C7H15N3O, with properties calculated with ωB97M-V/def2-TZVPD.

Properties
**Structure (SMILES)**: CON1C(C)=C(C)N(C)N1C
**Gap between HOMO and LUMO**: 0.3219 hartree
**LUMO**: 0.0329 Eh
**HOMO energy**: -7.864 eV

Cartesian coordinates (Å):
1 H -1.901 1.780 -2.090
2 H -1.733 1.576 1.710
3 H 2.695 0.086 -1.242
4 C -0.768 -2.408 -1.132
5 O 0.944 0.197 -2.214
6 C 1.143 -1.244 1.586
7 H 1.674 1.345 -0.774
8 N 0.265 -1.444 -0.678
9 C -0.689 0.225 0.619
10 N -0.165 -0.248 -1.596
11 H -2.074 2.295 -0.641
12 C -1.132 0.685 1.912
13 N 0.013 -1.059 0.633
14 H 0.612 -1.420 2.453
15 H -0.447 2.588 -1.308
16 H -0.978 -2.527 -2.145
17 C -1.303 1.951 -1.224
18 H -1.811 0.031 2.479
19 C -0.723 0.723 -0.630
20 H -1.798 -2.256 -0.758
21 H 1.566 -2.112 1.005
22 H 1.984 -0.447 1.628
23 C 2.045 0.787 -1.552
24 H -0.384 -3.482 -0.776
25 H -0.322 0.858 2.733
26 H 2.627 1.396 -2.194

The net atomic charges from natural (NBO), expressed in e, are: 0.234 0.228 0.173 -0.417 -0.390 -0.423 0.169 -0.172 0.128 -0.003 0.221 -0.664 -0.306 0.204 0.226 0.214 -0.652 0.232 0.060 0.187 0.232 0.175 -0.263 0.183 0.229 0.191

2 | Below is an isolated molecule of C7H15N3O, with properties calculated with ωB97M-V/def2-TZVPD.

Properties
**Gap between HOMO and LUMO (spin up / spin down)**: 0.3015 / 0.2910 hartree
**LUMO (spin up / spin down)**: 0.0308 / 0.0314 Eh
**HOMO energy (spin up / spin down)**: -7.367 / -7.065 eV

Cartesian coordinates (Å):
1 H 1.176 2.071 1.874
2 N -0.938 -1.144 -0.337
3 N -0.775 -2.414 -0.898
4 H 1.243 -0.937 -1.359
5 C 0.192 -1.299 1.743
6 H 0.710 -0.654 2.525
7 H -0.005 3.672 -0.235
8 C -2.371 -1.165 0.136
9 H -0.613 -1.861 2.174
10 H -2.865 -2.094 -0.169
11 H -2.454 -1.094 1.292
12 N -0.011 -0.560 0.492
13 H -0.423 3.292 -1.950
14 C 1.380 1.383 1.074
15 C 1.296 -1.918 -1.697
16 H 1.198 2.875 -1.244
17 C 0.147 3.027 -1.016
18 H 2.262 -2.223 -2.144
19 H -1.226 1.125 -1.077
20 H -3.001 -0.398 -0.368
21 C -0.357 1.590 -0.726
22 C 0.260 0.854 0.215
23 H 1.878 2.070 0.431
24 O 0.333 -2.671 -1.545
25 H 0.923 -2.075 1.443
26 H 2.040 0.547 1.365

The net atomic charges from natural (NBO), expressed in e, are: 0.229 -0.181 -0.087 0.169 -0.431 0.214 0.206 -0.439 0.208 0.233 0.192 -0.319 0.220 -0.683 -0.086 0.209 -0.629 0.172 0.217 0.204 -0.287 0.211 0.228 -0.183 0.194 0.219

Which one is the most stable? From the structures above, 1.